# C5H6O3

A molecular structure, C5H6O3 in a non-equilibrium geometry (ωB97M-V with the def2-TZVPD basis set, OMol25).

The charge is 0. The value obtained for the energy above the lowest of the compared OMol25 structures with the same formula, charge and spin is 128.8 kcal/mol.

```
14
Properties=species:S:1:pos:R:3:forces:R:3:nbo_charge:R:1
C 0.77019 -0.75161 -0.28345 3.777 -2.344 3.148 0.10
C 0.16416 0.40931 -0.89800 2.292 2.829 -0.707 -0.01
C 0.13944 0.01256 0.97503 -0.193 0.665 -4.617 0.05
C -1.32979 0.03943 0.70570 -0.904 -0.905 5.315 0.02
C -1.25181 0.37167 -0.61495 -1.439 -0.918 -3.891 0.03
H 2.54605 0.37482 0.35717 -1.339 -2.848 -1.396 0.49
H 0.60070 -1.87630 -0.53511 0.444 2.428 0.380 0.24
H 0.47508 0.89988 -1.78958 0.305 -0.059 -0.995 0.21
H 0.43574 -0.11955 1.88491 2.278 -0.619 5.406 0.19
H -2.12951 0.05956 1.47805 0.795 1.143 -0.509 0.22
H -1.76128 0.91240 -1.35398 -1.992 0.398 -0.206 0.22
O 2.33839 -0.57751 -0.03164 -2.075 1.444 -0.012 -0.76
O 0.59569 1.23178 0.25889 -0.286 -0.129 0.724 -0.51
O -1.59304 -0.98643 -0.15305 -1.662 -1.086 -2.640 -0.48
```
Forces are in eV/Å.

# C10H28O4

4 unconnected molecules or ions with the total composition C10H28O4 in a non-equilibrium geometry (ωB97M-V with the def2-TZVPD basis set, OMol25).

The charge is 0. The value obtained for the energy above the lowest of the compared OMol25 structures with the same formula, charge and spin is 31.1 kcal/mol.

```
42
Properties=species:S:1:pos:R:3:forces:R:3:nbo_charge:R:1
C -2.06067 -2.65192 0.54387 -0.504 0.157 0.990 -0.64
C -3.43087 -2.08053 0.89397 -0.455 0.490 0.136 0.11
C -4.62962 -3.03434 1.20545 0.742 1.005 0.363 -0.63
O -3.30939 -1.07080 1.95257 -0.698 -1.365 -0.839 -0.75
H -1.48982 -1.76571 0.26660 0.259 -0.290 -0.472 0.21
H -2.18440 -3.37440 -0.26285 0.401 0.038 -0.004 0.21
H -1.55452 -3.05857 1.41939 -0.048 -0.428 -0.036 0.20
H -3.64320 -1.57211 -0.04652 -0.737 0.365 -0.044 0.14
H -4.86361 -3.72710 0.39710 0.431 -0.111 0.027 0.21
H -5.53608 -2.44470 1.34239 0.079 0.269 -0.036 0.22
H -4.48259 -3.54080 2.15938 0.179 -0.288 -0.139 0.21
H -2.46865 -0.62853 1.81416 0.470 0.190 0.120 0.49
C 5.00281 0.91908 -2.92349 1.653 0.213 0.183 -0.63
C 3.54709 0.66520 -3.09636 1.134 -1.259 -1.942 0.09
C 3.40216 -0.71568 -3.80081 -0.106 0.623 0.385 -0.63
O 2.90854 0.66115 -1.88467 -1.396 0.651 1.028 -0.71
H 5.29467 1.73260 -2.25933 -0.613 0.286 0.062 0.22
H 5.43642 1.17758 -3.88954 0.300 -0.344 -0.060 0.21
H 5.49441 0.04996 -2.48637 0.215 -0.238 -0.225 0.19
H 3.27849 1.43340 -3.82150 -1.311 0.298 0.621 0.17
H 2.37744 -1.08226 -3.86133 -0.127 0.350 -0.103 0.22
H 3.93602 -1.43131 -3.17553 0.241 -0.225 -0.180 0.19
H 3.83849 -0.66489 -4.79837 0.048 -0.241 0.052 0.21
H 3.16129 -0.14784 -1.43387 -0.009 -0.109 0.158 0.46
C -2.65707 2.69830 1.24051 1.523 0.333 1.386 -0.65
C -1.46298 3.75981 1.51759 -2.820 -1.324 -1.147 -0.06
O -0.30302 2.96782 1.48208 0.565 0.544 -0.031 -0.74
H -3.65930 3.08857 1.41748 0.143 0.114 -0.472 0.22
H -2.54251 1.84972 1.91496 -0.023 0.294 0.766 0.22
H -2.50848 2.12569 0.32500 -0.203 0.928 -0.653 0.22
H -1.57764 4.36462 2.41712 -0.040 -0.554 0.490 0.16
H -1.54825 4.49672 0.71897 0.557 -0.047 -0.415 0.16
H 0.46365 3.54527 1.46316 0.215 -0.092 -0.002 0.48
C 1.31742 -0.61745 0.76242 0.649 -1.820 -0.187 -0.64
C 0.83223 -0.29592 2.13745 -1.115 1.780 -0.600 -0.06
O -0.48804 0.26779 2.00799 -0.424 -0.961 0.621 -0.79
H 0.65146 -1.38828 0.37461 -0.100 0.185 -0.397 0.21
H 2.26350 -1.14627 0.87811 0.432 0.020 -0.154 0.19
H 1.45867 0.17266 0.02494 -0.334 0.288 0.455 0.23
H 1.49043 0.45165 2.58018 0.081 -0.092 0.456 0.16
H 0.71649 -1.16387 2.78657 0.240 0.017 -0.142 0.18
H -0.47098 1.17569 1.69649 0.504 0.350 -0.019 0.50
```
Forces are in eV/Å.

# C5H11NO

A single C5H11NO molecule (ωB97M-V with the def2-TZVPD basis set, OMol25).

The charge is 0. The value obtained for the energy above the lowest of the compared OMol25 structures with the same formula, charge and spin is 2.3 kcal/mol.

```
18
Properties=species:S:1:pos:R:3:forces:R:3:nbo_charge:R:1
C 2.81846 0.47339 -0.20214 0.151 0.010 0.076 -0.42
N 1.43040 0.23129 -0.52472 -0.104 -0.033 -0.069 -0.61
C 0.46846 -0.12563 0.36802 0.027 0.017 0.022 0.68
O 0.67578 -0.33429 1.55358 0.011 0.086 -0.425 -0.64
C -0.93278 -0.17958 -0.24320 -0.037 -0.010 -0.027 -0.30
C -1.60522 -1.50272 0.10852 -0.025 -0.067 0.060 -0.60
C -1.69662 1.04314 0.27335 -0.036 0.060 0.061 -0.60
H 3.11693 1.48049 -0.51536 -0.042 -0.159 0.079 0.20
H 3.47585 -0.25404 -0.69190 -0.098 0.088 0.104 0.19
H 2.93839 0.38711 0.87881 -0.043 -0.007 -0.133 0.24
H 1.12469 0.33706 -1.47668 0.142 0.055 0.027 0.39
H -0.86348 -0.10289 -1.33831 0.055 -0.013 0.176 0.19
H -1.54515 -1.67089 1.18725 -0.064 0.016 -0.117 0.23
H -1.10448 -2.33757 -0.39537 -0.077 0.107 0.112 0.21
H -2.65679 -1.50276 -0.19828 0.151 0.025 0.056 0.21
H -2.72995 1.04923 -0.08878 0.141 -0.043 0.048 0.21
H -1.70201 1.04048 1.36746 -0.054 -0.006 -0.129 0.22
H -1.21246 1.96817 -0.06224 -0.096 -0.125 0.080 0.21
```
Forces are in eV/Å.

| no. | HOMO-LUMO gap (Eh) |
| --- | --- |
| 1 | 0.4016 |
| 2 | 0.3720 |
| 3 | 0.3864 |